(1)
Formula: C16H19N3O3
Source: OMol25
Level of theory: the ωB97M-V functional and the def2-TZVPD basis

Atoms and positions in Å:
H: -1.132755 1.792029 -2.041520
H: -0.146402 3.428200 1.662114
C: 2.591800 1.938901 3.275282
H: 0.671292 -5.110666 -0.794536
H: -1.021311 -5.857119 -1.441158
H: -0.274599 2.098648 3.033331
O: 1.423591 0.023304 3.834217
H: 2.092999 3.740726 0.368713
H: 1.115615 0.554333 1.614160
N: -2.207345 -2.986571 -3.359616
H: 0.374117 3.781700 3.454551
C: 1.771767 1.209864 4.222034
C: -0.956297 -3.861825 -1.720512
C: -1.042336 -1.390524 -1.930883
H: 0.452627 -0.488875 -0.036631
C: -1.203782 0.927394 -2.382509
C: -1.803932 -1.594777 -3.144615
C: -2.313688 0.794567 -3.353413
C: 0.238339 2.989205 2.599346
H: 2.811856 3.095670 3.748865
H: 2.471853 4.448639 1.852390
H: -2.463566 1.392654 -4.088783
O: 0.335148 2.529412 -0.592434
C: 2.287490 3.647248 1.418903
H: 3.444779 1.576447 2.880811
C: 1.431781 1.362988 1.183935
C: -2.507586 -0.565582 -3.716411
C: -0.496252 -5.041328 -0.926926
C: -0.636526 -0.035934 -1.572915
H: 0.299390 -2.458508 -0.258085
H: 2.424650 1.109434 0.686983
H: -3.355500 -0.934070 -4.416612
O: 1.674930 1.544707 5.373303
H: 3.373179 3.472459 0.864183
H: -0.679971 -5.043053 0.168659
N: 0.166436 0.374738 -0.681851
N: -1.749751 -4.134113 -2.720023
C: 0.519000 1.380082 -0.009918
C: 1.719070 2.356723 1.965411
C: -0.479315 -2.648464 -1.028235
H: 1.275000 1.038308 5.867922

Forces on atoms 1 to 3 (eV/Å):
H 1.57 7.92 2.34
H -0.62 -0.26 0.88
C -3.24 7.56 0.09

Output
Total charge = 0
Relative energy (zero: lowest compared OMol25 entry of this formula, charge and spin) = 15.306 eV

Here are the Löwdin charges for atoms 1 to 5, given in e: number 1, H, carries 0.01; number 2, H, carries 0.07; number 3, C, carries 0.00; number 4, H, carries 0.11; number 5, H, carries 0.07


(2)
Formula: C11H13ClO6S2Zn
Source: OMol25
Level of theory: the ωB97M-V functional and the def2-TZVPD basis

Atoms and positions in Å:
O: -2.522699 -1.825705 2.495889
H: 3.297310 -0.969231 -2.647731
H: -0.836164 0.156008 1.590483
C: -0.018432 0.587545 -0.953198
C: -2.814092 1.008564 1.747704
H: 3.854678 1.210446 1.333702
O: 1.415115 1.039932 0.895348
H: -3.970025 0.181120 0.048559
H: -0.542371 0.303782 -3.093470
O: 3.683207 -2.144561 0.378571
C: 4.200148 0.195084 1.495223
H: -1.547994 1.970714 -0.753778
C: -3.789273 0.014905 1.107462
H: -3.281989 1.988802 1.662089
Zn: -0.490031 -0.910493 -4.293045
O: 1.183050 -0.272074 -4.207196
C: 1.323687 0.520664 -0.164196
C: 2.472127 -0.465500 -2.159138
H: -4.751424 0.073665 1.609479
H: -2.059273 0.290484 -0.758367
H: 3.664940 -0.247233 2.329162
C: 1.318205 -0.134310 -2.957975
S: 3.948226 -0.776666 0.061645
Cl: -4.779038 -2.767031 1.133708
H: -2.737074 0.794070 2.810516
H: -0.897363 1.891708 1.537245
O: 4.993830 -0.492271 -0.874925
C: 2.466461 -0.184268 -0.843527
C: -1.393474 0.993819 1.178932
C: 0.162108 0.289388 -2.239314
O: -2.365717 -1.839581 0.018370
S: -3.142318 -1.636184 1.226413
H: 5.279346 0.176957 1.630725
C: -1.323688 0.977451 -0.345365

Forces on atoms 1 to 3 (eV/Å):
O -0.07 -0.07 -0.15
H 0.26 0.17 0.08
H -0.11 -0.19 0.02

Output
Energy = -106489.6912 eV
Total charge = +2

Here are the Löwdin charges for atoms 1 to 5, given in e: number 1, O, carries -0.30; number 2, H, carries 0.16; number 3, H, carries 0.12; number 4, C, carries 0.02; number 5, C, carries -0.19


(3)
Formula: C29H31N4O9RuS2
Source: OMol25
Level of theory: the ωB97M-V functional and the def2-TZVPD basis

Atoms and positions in Å:
H: -4.165581 1.387355 0.105254
H: -1.413354 5.837995 2.705714
N: -1.743280 -1.114474 -1.405718
C: -4.797361 2.630317 2.290959
H: -1.504964 4.328264 -1.639879
C: -1.306675 -5.684205 -0.224278
S: 0.970732 4.288763 2.829585
H: -3.799523 5.142972 2.495904
H: -2.880187 2.720875 -3.029284
C: -1.003685 2.469571 2.472649
H: -4.932127 1.582777 2.559827
O: 1.535279 0.903509 0.956254
C: -3.499664 -4.863169 -0.784350
C: 5.787405 -4.198333 -1.063723
H: 0.222433 -4.170931 -0.013842
C: 3.055616 3.530493 1.351013
H: 3.352007 3.247612 2.357492
N: 7.145854 -4.759900 -1.157948
O: 3.464917 -0.031390 0.455410
S: 0.279886 0.628794 -1.924141
H: -3.655779 -2.733815 -1.053562
Ru: 1.517769 -0.720513 -0.453935
C: -1.377426 0.122167 -1.706202
C: -1.810886 3.348961 -1.260815
C: -3.764978 0.632936 -1.886293
H: -4.323305 1.429586 -2.372183
H: -5.360393 0.217103 -0.499818
C: -3.003629 -3.567677 -0.821806
C: -1.657726 -3.327292 -0.552155
O: 1.970965 -2.685311 -0.826024
C: -2.331984 2.095354 2.383673
C: 4.266141 -2.408760 -1.475359
H: -0.207138 1.732038 2.455112
C: -1.688858 4.795749 2.594849
C: -2.648192 -5.924421 -0.499108
H: 4.964919 -5.954066 -0.149578
H: -3.903872 -0.280947 -2.463635
C: 2.781329 1.024038 0.660009
H: -2.581612 1.040694 2.322837
H: -2.723031 3.481272 -0.671850
C: 5.553918 -2.946082 -1.535426
C: 4.056387 -1.118077 -2.038034
C: -2.038198 2.393159 -2.424106
O: 1.000369 5.711252 3.036297
C: -0.696807 3.820798 2.588439
H: 6.372414 -2.375223 -1.963772
C: 4.745703 -4.958745 -0.510752
N: -2.341280 1.017720 -1.977481
O: 1.556121 3.402011 3.794931
C: -3.013602 4.396363 2.485985
H: -4.550176 -5.047520 -0.978169
H: 2.669510 -5.005069 0.012078
O: 7.303631 -5.934071 -0.865013
C: -1.126085 -1.931426 -0.593688
H: 3.088213 2.639353 -0.623258
H: -1.026007 2.969025 -0.601641
O: 2.979387 -0.531748 -2.111742
H: -3.774445 -0.342445 0.057098
C: 3.193071 -3.136335 -0.901908
H: -0.644675 -6.512246 0.000193
C: 3.395579 2.380434 0.393976
O: -0.199631 -1.610555 0.255801
C: 3.482224 -4.440081 -0.427972
O: 8.043420 -4.022380 -1.533683
H: 4.476265 2.243672 0.394892
C: -0.814301 -4.384917 -0.232496
C: -3.351171 3.046262 2.392948
H: -1.167569 2.376227 -3.070832
C: -4.293211 0.461281 -0.466516
H: 1.308508 4.538956 0.675431
N: 1.618266 3.878547 1.383327
H: -5.423631 3.236248 2.947213
H: -3.031856 -6.939654 -0.489800
H: 4.937897 -0.629785 -2.473717
H: 3.650984 4.395285 1.067178
H: -5.169234 2.765741 1.273192

Forces on atoms 1 to 3 (eV/Å):
H 0.01 -0.26 -0.17
H -0.04 -0.09 -0.02
N -0.32 -0.02 -0.05

Output
Total charge = 0
Relative energy (zero: lowest compared OMol25 entry of this formula, charge and spin) = 1.250 eV
Expectation value of S² = 0.76
2S+1 = 2

Here are the Löwdin charges for atoms 1 to 5, given in e: number 1, H, carries 0.04; number 2, H, carries 0.11; number 3, N, carries 0.12; number 4, C, carries -0.06; number 5, H, carries 0.08


(4)
Formula: C3H4N4O
Source: OMol25
Level of theory: the ωB97M-V functional and the def2-TZVPD basis

Atoms and positions in Å:
N: -1.541040 1.385908 0.140141
C: 0.260813 -0.362333 0.046017
N: -2.381526 0.552684 0.109101
H: -0.767708 -2.239520 -0.129771
C: -0.171119 1.105892 0.029933
H: 1.630192 -1.852280 0.372976
H: 2.264734 0.069042 0.443852
O: -2.061192 -0.742236 -0.195970
N: 0.528433 2.202762 -0.186266
C: -0.814813 -1.182588 -0.111156
H: 1.499453 1.830384 -0.507193
N: 1.553772 -0.767716 -0.011669

Forces on atoms 1 to 3 (eV/Å):
N 2.16 1.66 1.23
C -3.22 1.71 -0.67
N -3.37 -1.03 -0.53

Output
Total charge = 0
Relative energy (zero: lowest compared OMol25 entry of this formula, charge and spin) = 4.964 eV

Here are the Löwdin charges for atoms 1 to 5, given in e: number 1, N, carries 0.07; number 2, C, carries -0.33; number 3, N, carries 0.04; number 4, H, carries 0.12; number 5, C, carries -0.35


(5)
Formula: C7H6N4
Source: OMol25
Level of theory: the ωB97M-V functional and the def2-TZVPD basis

Atoms and positions in Å:
C: 1.683218 -1.225812 0.799429
H: -1.657373 -2.082453 -1.763823
N: -0.757630 -2.152442 -1.259744
H: -0.945762 0.828832 1.163392
H: 2.000215 1.160777 0.153092
N: 0.592226 -0.526425 0.283317
N: 2.519178 -3.551562 0.260201
H: 0.551092 0.604784 2.166816
H: -1.204649 -0.266073 -0.713216
N: 1.976827 -4.398590 -0.501771
C: 0.942636 0.941375 0.016752
C: 0.857883 -3.958283 -1.024354
C: -0.451070 -1.043036 -0.586888
C: -0.142934 -3.333953 -1.415915
C: 2.042104 -2.406684 0.541658
H: 0.520974 1.392474 -0.876616
C: 0.119022 0.618093 1.168868

Forces on atoms 1 to 3 (eV/Å):
C 0.18 -2.34 -0.82
H 0.21 0.34 0.23
N -0.15 1.49 0.58

Output
Total charge = +2
Relative energy (zero: lowest compared OMol25 entry of this formula, charge and spin) = 5.676 eV

Here are the Löwdin charges for atoms 1 to 5, given in e: number 1, C, carries 0.13; number 2, H, carries 0.21; number 3, N, carries 0.16; number 4, H, carries 0.16; number 5, H, carries 0.17


(6)
Formula: C33H34AsNO5S7Y
Source: OMol25
Level of theory: the ωB97M-V functional and the def2-TZVPD basis

Atoms and positions in Å:
C: -3.329719 0.792059 -4.493039
H: 1.742067 3.061409 3.233886
C: 0.621316 3.779131 1.553079
H: -3.843915 -2.934589 0.801681
N: 2.907510 -3.273262 -2.480243
H: 1.942713 5.483236 1.644568
H: -3.391239 1.811683 0.763785
S: 2.699324 -0.021644 1.223853
C: -1.897678 -4.848556 2.844117
S: -3.300924 -0.757565 -3.765918
H: 4.184729 -4.763511 -3.181240
C: -1.624355 2.893177 1.338315
O: 3.166896 -2.499730 2.640564
S: -0.110380 1.402942 -1.731331
C: -1.140487 -2.121399 6.693130
C: -5.374202 -0.248739 3.116939
C: 1.816678 -4.127114 -2.034548
H: 4.598201 -4.114400 -1.568833
C: -1.394467 -6.570577 1.251808
H: 1.529016 4.965706 0.007895
S: 2.859953 -2.079837 1.287478
O: 3.773326 -2.559380 0.265611
H: 3.699614 -1.381323 -2.509997
H: -5.791134 0.529126 3.743554
C: -1.856129 -6.191837 2.504089
C: 0.243203 -2.098726 6.800738
H: 2.676624 4.033691 0.966988
O: 1.434330 -2.495866 0.943003
H: -7.159452 -0.500996 1.955135
C: -0.006225 1.404718 4.442645
C: -0.973883 -5.608670 0.347551
H: 0.333722 2.013922 5.283443
S: -4.407541 1.245092 -5.682758
C: 4.228321 -3.864801 -2.565709
H: -2.816786 -2.149158 5.362538
C: -5.586563 -1.794859 1.287453
H: -1.760245 -2.146028 7.580444
C: 1.033469 -2.080099 5.660567
O: -0.943986 -0.885588 1.593494
C: -1.012118 -4.263355 0.684252
C: 0.451562 -2.068890 4.402975
C: -1.433313 2.175077 2.511524
C: -4.275751 -2.206061 1.476598
C: 1.751108 4.610709 1.014397
H: 1.870176 -4.267318 -0.950879
C: -0.934333 -2.068596 4.301731
H: -2.692110 2.795189 -0.518061
H: 1.094446 -2.052839 3.533522
H: -1.358301 -7.619162 0.983953
H: -3.602732 3.565488 0.789063
H: -0.706507 4.226040 -0.063518
H: -2.177621 -6.938242 3.219056
C: 0.785642 3.039638 2.720054
C: -3.517896 -1.642702 2.497409
O: 1.773843 -1.411524 -1.885947
C: -1.980419 -0.505355 -2.648950
C: -0.233095 2.235760 3.213511
H: 2.112998 -2.068458 5.739069
H: -0.665032 -3.538775 -0.031655
H: 4.915166 -3.162198 -3.035470
Y: 0.451570 -0.719898 -0.106216
C: -4.060669 -0.650310 3.306527
H: 0.756656 0.646507 4.255499
C: -1.476976 -3.883990 1.932227
C: -2.898428 2.763123 0.552877
H: -2.246829 -4.568398 3.832588
As: -1.656544 -2.067847 2.535436
C: -0.588318 3.699741 0.877126
S: -1.588048 -1.862336 -1.606506
H: 0.705933 -2.100041 7.779982
C: -1.417369 0.728329 -2.687037
C: 2.798207 -1.960385 -2.285487
H: -3.464378 -0.151105 4.063613
H: -0.918228 0.890609 4.751092
C: -1.735474 -2.111390 5.438035
H: 0.865858 -3.660765 -2.288403
H: -0.608523 -5.899860 -0.629027
H: -6.167127 -2.220319 0.479387
S: -2.123261 1.824568 -3.852014
C: -6.138152 -0.824707 2.110623
H: -2.226668 1.521729 2.860695
H: 1.902019 -5.088939 -2.539871

Forces on atoms 1 to 3 (eV/Å):
C -0.24 0.11 -0.25
H 0.00 0.00 0.01
C -0.04 -0.05 0.03

Output
Total charge = -1
Relative energy (zero: lowest compared OMol25 entry of this formula, charge and spin) = 0.389 eV

Here are the Löwdin charges for atoms 1 to 5, given in e: number 1, C, carries -1.54; number 2, H, carries 0.12; number 3, C, carries -0.27; number 4, H, carries 0.10; number 5, N, carries -0.17


(7)
Formula: C5H11NO2
Source: OMol25
Level of theory: the ωB97M-V functional and the def2-TZVPD basis

Atoms and positions in Å:
O: -0.848526 1.552829 -2.730210
N: 1.246495 0.507365 1.086455
H: 0.810603 -0.061956 -1.423487
C: -1.159574 -2.153040 1.147607
H: 1.014765 -2.143570 0.538751
H: -1.446485 1.550907 -3.491168
C: 0.126208 -1.607422 0.764873
C: -0.156666 0.120687 -0.930348
H: 2.286715 2.355748 0.995362
C: 0.040388 -0.090559 0.590611
H: -0.191545 -1.693474 1.929102
H: -0.788705 0.297280 1.195868
H: 0.592667 2.424130 0.278524
H: -1.285394 -3.230005 1.260784
C: 1.466996 1.846662 0.522352
H: 1.785612 1.060594 -0.263914
O: -2.204473 -1.473639 1.098718
H: -0.351778 1.184665 -1.134551
H: -0.937304 -0.447202 -1.435329

Forces on atoms 1 to 3 (eV/Å):
O 0.22 0.62 -0.63
N -0.64 1.78 -1.70
H -0.20 -0.39 0.05

Output
Total charge = 0
Relative energy (zero: lowest compared OMol25 entry of this formula, charge and spin) = 10.937 eV

Here are the Löwdin charges for atoms 1 to 5, given in e: number 1, O, carries -0.37; number 2, N, carries 0.13; number 3, H, carries 0.10; number 4, C, carries -0.36; number 5, H, carries 0.13


(8)
Formula: C7H11Br2N2
Source: OMol25
Level of theory: the ωB97M-V functional and the def2-TZVPD basis

Atoms and positions in Å:
Br: -2.620740 1.106011 2.859760
C: -3.742566 0.540111 0.311512
H: -3.845654 -0.721983 -1.261004
H: 1.578008 1.439439 0.056027
H: 2.444979 -1.395544 1.494123
H: 1.117781 1.082026 -1.611153
H: -4.835242 0.508289 0.612008
C: -2.610791 0.758270 1.009586
C: -3.663768 0.218638 -1.077327
C: -0.358084 0.878527 -0.124244
C: 0.918677 0.861963 -0.588926
H: 2.123321 -0.980020 -1.350414
H: -4.453751 0.781222 -1.554863
C: 1.755607 -0.977357 -0.382361
H: -2.752220 0.534207 -1.551105
N: -1.358074 0.822390 0.460447
H: 4.407736 0.228154 1.137351
H: 4.633896 -1.551904 0.862885
N: 2.615890 -0.845175 0.684139
H: 4.378075 -0.498414 -0.500901
C: 4.024053 -0.617319 0.588562
Br: 0.242865 -2.171531 -0.074105

Forces on atoms 1 to 3 (eV/Å):
Br 0.12 0.04 0.08
C 0.04 -0.19 1.28
H -0.92 -5.27 -0.97

Output
Total charge = +1
Relative energy (zero: lowest compared OMol25 entry of this formula, charge and spin) = 1.296 eV

Here are the Löwdin charges for atoms 1 to 5, given in e: number 1, Br, carries 0.81; number 2, C, carries -0.13; number 3, H, carries 0.04; number 4, H, carries 0.12; number 5, H, carries 0.11


The lowest total charge belongs to which entry?
C33H34AsNO5S7Y


What is the total charge in the first record?
0


Copy entry 2 word for word.
Formula: C11H13ClO6S2Zn
Source: OMol25
Level of theory: the ωB97M-V functional and the def2-TZVPD basis

Atoms and positions in Å:
O: -2.522699 -1.825705 2.495889
H: 3.297310 -0.969231 -2.647731
H: -0.836164 0.156008 1.590483
C: -0.018432 0.587545 -0.953198
C: -2.814092 1.008564 1.747704
H: 3.854678 1.210446 1.333702
O: 1.415115 1.039932 0.895348
H: -3.970025 0.181120 0.048559
H: -0.542371 0.303782 -3.093470
O: 3.683207 -2.144561 0.378571
C: 4.200148 0.195084 1.495223
H: -1.547994 1.970714 -0.753778
C: -3.789273 0.014905 1.107462
H: -3.281989 1.988802 1.662089
Zn: -0.490031 -0.910493 -4.293045
O: 1.183050 -0.272074 -4.207196
C: 1.323687 0.520664 -0.164196
C: 2.472127 -0.465500 -2.159138
H: -4.751424 0.073665 1.609479
H: -2.059273 0.290484 -0.758367
H: 3.664940 -0.247233 2.329162
C: 1.318205 -0.134310 -2.957975
S: 3.948226 -0.776666 0.061645
Cl: -4.779038 -2.767031 1.133708
H: -2.737074 0.794070 2.810516
H: -0.897363 1.891708 1.537245
O: 4.993830 -0.492271 -0.874925
C: 2.466461 -0.184268 -0.843527
C: -1.393474 0.993819 1.178932
C: 0.162108 0.289388 -2.239314
O: -2.365717 -1.839581 0.018370
S: -3.142318 -1.636184 1.226413
H: 5.279346 0.176957 1.630725
C: -1.323688 0.977451 -0.345365

Forces on atoms 1 to 3 (eV/Å):
O -0.07 -0.07 -0.15
H 0.26 0.17 0.08
H -0.11 -0.19 0.02

Output
Energy = -106489.6912 eV
Total charge = +2

Here are the Löwdin charges for atoms 1 to 5, given in e: number 1, O, carries -0.30; number 2, H, carries 0.16; number 3, H, carries 0.12; number 4, C, carries 0.02; number 5, C, carries -0.19